{
  "formula": "C31H42BrN6RuSi",
  "method": "wB97M-V/def2-TZVPD",
  "spin_multiplicity": 5,
  "charge": 3,
  "gap_ha": [0.30001, 0.20177],
  "e_homo_ev": [-17.13, -17.12],
  "fmax_ev_per_a": 0.68,
  "symbols": ["Ru", "C", "C", "C", "C", "C", "C", "N", "C", "C", "C", "C", "C", "N", "C", "C", "C", "C", "C", "C", "N", "H", "H", "H", "H", "H", "H", "H", "H", "H", "H", "H", "H", "H", "H", "H", "C", "C", "C", "C", "Si", "Br", "C", "C", "C", "C", "C", "C", "C", "C", "H", "H", "H", "H", "H", "H", "H", "H", "H", "H", "H", "H", "H", "H", "H", "H", "H", "H", "H", "H", "H", "H", "H", "H", "H", "H", "H", "N", "C", "N", "C", "N"],
  "positions_angstrom": [[1.36767, 0.07642, -2.38744], [-1.06504, 2.02955, -3.99047], [-1.27856, 0.55366, -4.09950], [-2.38747, 0.10220, -4.81883], [-2.63952, -1.24090, -4.95742], [-1.76001, -2.13979, -4.36775], [-0.67535, -1.65720, -3.67595], [-0.42372, -0.32132, -3.53041], [0.31403, -2.57269, -3.07201], [0.26334, -3.95361, -3.11038], [1.29427, -4.67435, -2.52485], [2.35786, -4.01940, -1.92158], [2.36412, -2.63689, -1.90817], [1.34599, -1.95851, -2.46662], [3.43031, -1.78633, -1.34108], [4.55647, -2.33851, -0.77992], [5.55009, -1.49803, -0.29417], [5.35750, -0.14135, -0.38742], [4.19133, 0.38225, -0.95151], [4.04584, 1.86973, -1.00263], [3.23469, -0.43688, -1.43443], [-1.87549, 2.55507, -4.48772], [-0.13306, 2.31931, -4.47438], [-1.04016, 2.34467, -2.94759], [-3.03934, 0.83537, -5.27197], [-3.49603, -1.59181, -5.51723], [-1.92398, -3.20188, -4.46575], [-0.55259, -4.47197, -3.58989], [1.27318, -5.75603, -2.54778], [3.16205, -4.58816, -1.48106], [4.67753, -3.40940, -0.72680], [6.45270, -1.90406, 0.14237], [6.10848, 0.54723, -0.02747], [4.89711, 2.33503, -0.51406], [3.13796, 2.19418, -0.49498], [4.01990, 2.22133, -2.03361], [-0.19504, 2.97803, 2.82735], [-0.03641, 1.53006, 3.22694], [1.40581, 1.07124, 2.99316], [-0.50278, 1.25567, 4.65372], [-1.12338, 0.23105, 2.08683], [-0.00805, 0.12416, 0.09061], [-2.88257, 1.25659, 1.59280], [-3.58760, 0.10408, 0.88234], [-3.54769, 1.65221, 2.89325], [-2.61908, 2.40861, 0.65460], [-1.30523, -1.56050, 2.67217], [0.03752, -2.03967, 3.26609], [-2.38755, -1.66815, 3.77326], [-1.65489, -2.53994, 1.53790], [0.53080, 3.55107, 3.41419], [-1.17272, 3.38882, 3.06188], [0.03992, 3.15059, 1.77603], [1.99400, 1.65026, 3.71412], [1.76326, 1.31603, 1.99501], [1.58688, 0.02020, 3.19969], [0.08598, 1.91564, 5.30191], [-0.31003, 0.23963, 4.98358], [-1.54704, 1.50354, 4.82879], [-3.87146, -0.71087, 1.53919], [-3.03954, -0.27866, 0.02098], [-4.51456, 0.55570, 0.50566], [-3.65413, 0.83227, 3.60119], [-4.56460, 1.97448, 2.63452], [-3.06998, 2.49941, 3.37682], [-2.15701, 2.09211, -0.27964], [-2.04225, 3.21525, 1.09383], [-3.60504, 2.82482, 0.41581], [0.33079, -1.50529, 4.16646], [0.85477, -1.99362, 2.54249], [-0.09076, -3.08633, 3.54972], [-2.18383, -1.04100, 4.63893], [-2.40790, -2.70085, 4.12869], [-3.39030, -1.44323, 3.41446], [-0.92171, -2.52235, 0.72945], [-2.64344, -2.38130, 1.11552], [-1.64873, -3.54424, 1.96676], [1.49946, 1.94044, -2.47963], [1.57231, 3.14717, -2.57963], [1.73671, 4.32706, -2.66854], [1.26797, 5.55693, -2.69449], [0.86705, 6.63594, -2.70434]],
  "atomic_forces_ev_per_a": [[0.329, -0.138, -0.573], [0.009, -0.018, 0.004], [0.001, -0.013, -0.008], [0.010, 0.034, -0.005], [0.010, -0.032, 0.007], [-0.065, 0.018, -0.046], [0.112, -0.005, 0.059], [-0.128, -0.029, 0.046], [0.008, 0.018, 0.003], [-0.011, -0.015, 0.004], [-0.006, -0.014, 0.003], [0.004, -0.012, 0.006], [0.000, 0.026, -0.003], [0.010, 0.264, 0.018], [-0.100, -0.018, -0.051], [0.064, 0.018, 0.023], [-0.016, -0.032, -0.012], [-0.002, 0.026, 0.004], [0.032, -0.014, 0.015], [-0.012, -0.018, -0.031], [-0.009, -0.017, 0.137], [-0.002, 0.006, 0.009], [-0.003, 0.003, -0.005], [0.017, 0.004, 0.009], [-0.005, -0.005, 0.004], [0.003, -0.002, -0.001], [0.010, 0.003, -0.001], [0.007, 0.001, -0.004], [0.003, 0.002, -0.004], [0.000, 0.000, -0.008], [0.000, 0.000, -0.007], [0.000, 0.001, -0.005], [-0.002, -0.002, 0.005], [-0.006, 0.013, 0.005], [-0.015, -0.004, -0.002], [0.024, -0.005, 0.012], [0.126, 0.019, 0.046], [-0.379, -0.306, -0.160], [0.029, 0.090, 0.079], [0.141, 0.190, -0.012], [0.256, 0.148, 0.220], [-0.149, 0.003, 0.164], [-0.135, 0.037, 0.081], [0.030, 0.056, -0.014], [0.026, -0.018, -0.122], [0.018, -0.050, 0.035], [-0.192, -0.054, 0.131], [0.029, -0.020, -0.032], [0.099, -0.061, -0.051], [0.016, -0.024, -0.005], [-0.016, 0.026, -0.016], [-0.053, -0.001, 0.006], [0.007, -0.014, 0.006], [0.075, -0.050, -0.016], [-0.009, 0.025, 0.021], [-0.020, -0.010, -0.002], [-0.034, -0.009, 0.022], [-0.007, -0.050, 0.003], [-0.073, 0.017, -0.027], [-0.023, -0.003, 0.044], [-0.010, 0.025, -0.004], [-0.027, -0.052, -0.031], [0.017, -0.043, 0.007], [-0.008, 0.001, 0.020], [0.034, 0.039, 0.016], [-0.015, -0.019, 0.016], [0.001, 0.018, 0.033], [0.010, 0.033, -0.031], [0.010, 0.019, 0.009], [-0.019, -0.008, -0.011], [0.018, -0.003, -0.002], [0.029, 0.061, 0.033], [0.017, 0.000, -0.007], [-0.020, 0.005, -0.034], [0.000, 0.003, 0.035], [-0.020, 0.020, -0.021], [-0.012, -0.012, -0.025], [-0.006, 0.017, -0.029], [-0.093, -0.127, 0.066], [0.053, 0.173, -0.102], [0.004, -0.168, 0.058], [0.004, 0.037, -0.005]]
}